64
Properties=species:S:1:pos:R:3:forces:R:3 method="wB97M-V/def2-TZVPD" homo_lumo_gap_ev=9.20 charge=+1 homo_energy_ev=-12.126
O 0.57325 0.84455 0.03317 0.2741 0.1874 0.4476
H 1.51877 0.62233 -0.29598 -0.1555 0.2210 0.3080
H 0.13064 1.50345 -0.57826 -0.4108 0.0124 -0.4967
H 0.57142 1.22272 0.95735 0.4072 -0.1693 -0.4281
C 1.91123 -1.48169 -2.02563 -0.0841 -0.9112 0.3628
C 3.11208 -0.53218 -1.97986 -0.8940 0.7484 0.1231
O 3.03287 0.38973 -0.84436 -0.4238 -0.3135 0.2724
O 1.58531 -1.89444 -3.34137 0.3346 0.4119 -0.1603
H 0.99941 -1.04578 -1.61216 0.1292 0.3323 -0.0977
H 2.07308 -2.36673 -1.40531 0.1977 0.1216 0.0908
H 3.01362 0.15399 -2.82055 0.3951 -0.3156 -0.3085
H 4.06567 -1.05210 -1.95885 0.0567 0.0605 -0.1643
H 3.66533 0.17003 -0.15417 0.1181 -0.1097 -0.1880
H 2.32569 -2.39763 -3.69944 -0.1425 -0.0696 -0.0327
C -3.05329 0.68791 2.51449 -1.9559 -1.0314 -1.2258
C -2.88077 1.62344 1.32549 1.5851 0.2224 0.5194
O -3.18257 1.05297 0.07020 0.0693 0.1246 0.5591
O -1.95939 -0.25053 2.49096 0.0436 0.4506 0.9024
H -3.94842 0.07801 2.31691 -0.0800 0.2041 -0.2080
H -3.35360 1.16645 3.44965 1.1815 0.2262 0.2736
H -1.79946 1.85826 1.35174 0.0507 0.0933 -0.0354
H -3.31916 2.60848 1.47139 -0.7284 -0.2696 -0.1697
H -2.52738 0.33103 -0.02290 -0.3194 -0.0140 -0.4758
H -2.13379 -0.93450 3.15225 0.0864 0.0796 -0.0553
C 1.34211 1.74781 3.87092 -0.8912 -0.9080 1.1199
C 1.14456 3.07093 3.16336 -0.3625 1.6247 -0.0292
O 1.12598 2.97752 1.73724 0.1202 -0.8671 0.0010
O 1.43098 0.62476 2.99943 0.6570 0.2567 -0.1571
H 0.49245 1.52856 4.52316 -0.3602 0.1412 -0.4442
H 2.11690 1.77150 4.64304 0.6262 0.0643 -0.6312
H 1.89640 3.80369 3.46735 0.1541 -0.1888 -0.0216
H 0.18837 3.50798 3.46749 0.0102 -0.1251 0.0722
H 1.47329 3.77853 1.34037 -0.0026 0.1161 0.1047
H 2.36221 0.57885 2.75497 -0.0710 -0.1838 -0.1194
C -1.98022 -2.23187 -2.18083 1.0668 0.8188 0.7491
C -2.12204 -2.33047 -0.66425 -2.0236 -0.2045 0.1676
O -1.53394 -1.19673 -0.01577 -0.0175 -0.4017 -0.2760
O -2.61586 -3.27914 -2.83713 -0.3366 -0.9450 0.4684
H -0.88835 -2.23325 -2.30119 -0.0038 0.0174 -0.6955
H -2.37821 -1.26772 -2.50211 0.0476 0.1882 0.0289
H -1.76989 -3.27370 -0.23501 0.4082 0.1642 -0.3213
H -3.19405 -2.29052 -0.39967 0.0997 -0.2263 -0.3180
H -1.89712 -1.24960 0.88875 0.5140 0.3259 -0.2012
H -2.71151 -3.14244 -3.78036 0.1925 0.3181 -0.0136
C 0.57642 -3.78570 1.85409 -0.2592 -1.2405 0.5238
C 1.80978 -2.99891 2.13610 0.2665 1.4296 0.0810
O 1.99534 -2.09464 1.00991 0.1164 -0.3067 0.2121
O -0.57757 -2.96346 1.91571 0.2701 0.1333 0.1749
H 0.45240 -4.57557 2.60538 0.1222 0.2282 0.1604
H 0.63762 -4.36018 0.92211 0.0131 0.5120 -0.2876
H 2.74541 -3.50982 2.36682 -0.2542 -0.6130 -0.3543
H 1.61385 -2.36031 3.00639 -0.1235 -0.1622 0.1433
H 2.67491 -1.47424 1.27729 0.1019 0.0773 0.0140
H -0.27837 -2.04600 1.84720 -0.0688 -0.1279 -0.2880
C -0.15774 3.02131 -4.09288 2.4072 0.6032 0.4550
C -0.31297 1.81785 -3.18623 -1.2936 -0.4488 -0.7966
O -0.66728 2.21559 -1.86539 0.4606 0.1017 0.6750
O -1.33654 3.78492 -4.18345 0.1705 -0.3462 0.0991
H 0.34013 2.86961 -5.05960 -0.7919 -0.9433 -0.2105
H 0.68627 3.57647 -3.63370 -0.5488 0.4483 0.3972
H 0.56950 1.18826 -3.08061 0.2851 0.3667 -0.2746
H -1.09126 1.15352 -3.58061 -0.0580 0.0523 0.0829
H -1.46699 2.75512 -1.84653 -0.0589 -0.1337 -0.1666
H -1.11553 4.53374 -4.74652 -0.3193 0.0918 0.0633



14
Properties=species:S:1:pos:R:3:forces:R:3 method="wB97M-V/def2-TZVPD" homo_lumo_gap_ev=9.99 charge=0 homo_energy_ev=-9.564
C 1.47604 1.35422 -0.02331 -2.1939 0.7470 -0.5655
C -1.34045 -0.11228 1.38775 -1.4930 1.3893 -2.2268
C 0.07996 -1.40510 -0.96793 1.0585 -0.8388 -0.9920
Si -0.23459 0.23088 -0.08889 1.2462 1.4519 -0.6995
Br 0.98707 -2.71360 0.32170 -0.7834 0.6953 -0.6857
I -1.54049 1.39928 -1.85623 -0.0855 -0.0358 0.1029
H 1.54830 1.91998 0.92690 0.4356 -0.9231 -0.1616
H 2.36292 0.81070 -0.37557 -0.2240 0.1378 0.5839
H 1.29877 2.22805 -0.73397 0.0966 -1.3618 0.4830
H -0.67011 -0.76470 1.89308 -0.3298 -0.8466 1.2845
H -1.79521 0.76000 1.89670 0.9969 -0.4589 0.1537
H -2.26252 -0.53678 0.86750 1.3565 -0.3374 0.8531
H 0.89481 -1.30688 -1.74658 -1.0126 0.1124 0.8208
H -0.80451 -1.86376 -1.50115 0.9320 0.2687 1.0491



44
Properties=species:S:1:pos:R:3:forces:R:3 method="wB97M-V/def2-TZVPD" spin_multiplicity=5 homo_lumo_gap_ev="7.98 / 6.50" charge=+1 homo_energy_ev="-10.925 / -11.715"
Ir -0.09520 -0.17630 0.32802 0.0538 0.0615 0.2945
C 0.45193 -2.87061 -3.17451 0.0598 0.2204 0.0336
Si -0.63100 -2.88447 -1.66327 0.0132 -0.5820 -0.2364
C 0.04528 -4.06017 -0.38906 0.0454 0.1728 0.1356
C -2.34332 -3.41652 -2.14515 -0.0567 0.2281 0.0659
O -0.67305 -1.34596 -1.01377 -0.2109 -0.0770 -0.2896
H 0.46381 -3.87077 -3.61236 0.0131 -0.0001 -0.0307
H 1.48192 -2.58761 -2.94641 -0.0156 -0.0164 0.0078
H 0.06596 -2.17656 -3.92454 0.0144 -0.0311 -0.0232
H 0.16669 -5.05039 -0.83202 -0.0089 -0.0235 0.0199
H -0.63695 -4.14852 0.45948 0.0256 -0.0372 0.0056
H 1.02042 -3.74142 -0.01097 -0.0119 -0.0267 -0.0218
H -2.28470 -4.41102 -2.59226 -0.0445 -0.0143 -0.0044
H -2.78312 -2.73907 -2.88010 -0.0106 -0.0388 -0.0007
H -3.01202 -3.46650 -1.28373 -0.0034 -0.0233 -0.0241
C -0.04318 0.17847 2.20527 -0.0351 0.0781 0.0265
C -0.05079 0.23271 3.44290 0.0457 0.0540 -0.0152
C -0.05895 0.28234 4.85258 -0.0253 -0.0679 -0.0129
C -0.58826 -0.79816 5.57722 -0.0043 0.0259 0.0025
C -0.58768 -0.76364 6.95745 -0.0001 0.0190 0.0045
C -0.06977 0.34172 7.62388 0.0068 -0.0077 -0.0045
C 0.44859 1.41905 6.91277 -0.0092 -0.0087 0.0222
C 0.45986 1.39418 5.53273 0.0126 0.0174 -0.0036
H -0.98950 -1.64750 5.04141 0.0040 -0.0058 0.0094
H -0.99215 -1.59416 7.51947 0.0057 -0.0051 -0.0078
H -0.06761 0.36304 8.70558 -0.0128 0.0059 -0.0027
H 0.84326 2.27545 7.44210 0.0105 -0.0015 -0.0105
H 0.86297 2.22320 4.96713 0.0041 -0.0068 -0.0027
Cl -1.03499 1.97684 -0.98878 0.1240 0.1792 -0.1005
C -2.68209 2.51337 -0.49712 -0.1028 -0.1433 0.0936
Cl -3.91874 1.44379 -1.10926 0.0119 -0.0251 -0.0055
H -2.80730 3.50357 -0.91777 0.0269 0.0084 -0.0026
H -2.70720 2.51968 0.58578 0.0509 0.0098 0.0067
S 2.25227 -0.02039 -0.52577 0.0390 0.1485 0.0931
C 2.20185 1.41590 -1.43799 -0.0763 -0.1043 0.0083
N 2.36456 2.62550 -0.93699 0.1069 0.0501 0.0260
C 2.54849 3.71678 -1.89447 -0.0258 -0.0106 -0.0398
C 1.86175 3.24967 -3.17617 0.0262 -0.0414 -0.0063
S 1.96317 1.42803 -3.14020 -0.0146 -0.0031 -0.0407
H 2.60440 2.72148 0.04021 -0.0151 -0.0050 -0.0051
H 3.61647 3.87838 -2.05410 0.0090 -0.0114 0.0104
H 2.10743 4.63402 -1.51060 -0.0131 -0.0043 0.0040
H 2.36490 3.61656 -4.06603 -0.0131 0.0336 0.0025
H 0.81131 3.53176 -3.21034 0.0004 0.0096 0.0184



14
Properties=species:S:1:pos:R:3:forces:R:3 method="wB97M-V/def2-TZVPD" homo_lumo_gap_ev=5.60 charge=-1 homo_energy_ev=-2.921
C 3.11670 -1.05069 -0.08758 -0.4979 0.5387 -0.2240
S 1.49118 -0.64681 0.66578 0.0840 -0.2997 0.1790
H 3.72188 -1.68421 0.56051 0.0324 -0.0341 -0.1137
H 3.64189 -0.12803 -0.31493 0.3375 0.1804 0.2440
H 2.96839 -1.50139 -1.06899 0.0258 -0.4238 0.0783
H -0.68521 2.00391 1.68758 -0.2295 0.1102 0.1330
H 0.50982 1.40594 0.99800 0.1635 0.4556 -0.3158
O 0.02043 2.26457 1.09430 0.1920 -0.5265 0.0927
H 0.66998 -2.40911 -0.42064 -0.1130 0.2375 -0.0240
H -0.74981 -2.89650 -0.57122 -0.1230 0.0662 0.0350
O 0.11726 -3.02634 -0.95792 0.1386 -0.3121 -0.0708
H -6.08334 3.27050 -1.38761 -0.0204 0.1918 -0.2427
H -5.44653 2.27515 -0.48342 0.3113 -0.1828 0.0445
O -5.28064 2.74960 -1.30392 -0.3013 -0.0015 0.1845



13
Properties=species:S:1:pos:R:3:forces:R:3 method="wB97M-V/def2-TZVPD" homo_lumo_gap_ev=10.40 charge=0 homo_energy_ev=-10.012
C -2.19276 0.22040 -0.09932 0.6975 -0.1311 -0.0413
N 2.70038 -0.44695 0.02302 0.1001 0.3327 0.0766
N 3.10828 0.71950 0.02925 0.1275 -0.4529 -0.0875
O 0.03707 -1.12740 0.25328 -1.1656 0.3265 -0.2695
O -0.04481 0.42807 -1.66941 -0.2371 -0.1545 -0.1987
O 0.10607 1.28315 0.61333 0.1175 0.4346 0.3217
S -0.41078 0.30218 -0.29380 0.0752 -0.4326 0.1684
H -2.64788 0.55658 -1.02165 0.0201 0.0315 -0.1411
H -2.45798 -0.80353 0.11694 -0.1332 -0.2085 0.0215
H -2.44359 0.87518 0.72391 -0.0541 0.0382 0.1374
H 1.01825 -1.09364 0.31282 0.5452 0.2145 -0.0557
H 3.45616 -1.08684 -0.28405 -0.0543 0.4355 0.0973
H 2.33656 1.34864 0.32237 -0.0387 -0.4337 -0.0291



12
Properties=species:S:1:pos:R:3:forces:R:3 method="wB97M-V/def2-TZVPD" homo_lumo_gap_ev=9.82 charge=0 homo_energy_ev=-9.304
O -0.02847 1.10791 -1.36260 -0.4141 0.2864 0.8387
C 0.14011 0.03752 -0.49279 0.0051 -1.9167 -0.1591
C -0.90149 -1.02345 -0.53577 -0.5983 0.3687 -0.7395
C -0.80464 -0.11546 0.68685 1.4702 2.6051 1.1153
C 1.46034 0.01890 0.12048 1.4426 3.1505 4.1932
O 2.59998 -0.29456 0.15606 -1.0229 -0.9544 -1.2580
H -0.37812 1.86143 -0.84908 0.1821 -0.2018 -0.2431
H -0.65377 -2.07275 -0.34957 -0.2359 0.4662 0.1734
H -1.58729 -0.84000 -1.34755 -0.2408 -0.1968 -0.0850
H -0.43410 -0.68636 1.54846 0.3522 0.1140 -0.5264
H -0.49482 1.11750 1.19480 -2.3646 -2.7291 -1.4545
H 1.08224 0.88930 1.23069 1.4242 -0.9920 -1.8550